Density functional theory data (ωB97M-V/def2-TZVPD) for a molecular structure, C50H41AsBiBr3F3N3O6S2.

Structure (ORCA input):
```
! RIJCOSX wB97M-V def2-TZVPD def2/J DEFGRID3
* xyz -2 1
Bi -0.58970 0.11700 -0.25239
Br 7.00045 0.82552 1.76309
Br -2.98243 -2.43900 0.36655
Br -5.35176 -0.57507 -0.76785
As -1.80337 3.21944 1.00995
S 1.02422 3.20115 -3.43200
S -3.84277 1.18859 2.92843
F 2.04137 -2.70492 6.47233
F 2.25935 -4.63333 5.52793
F 0.39818 -4.10074 6.48555
O -1.59644 2.54971 -0.50700
O -2.85302 0.59286 2.02263
O -3.26319 1.88584 4.05613
O -4.93441 0.27900 3.25445
O -0.66039 2.72782 2.08648
O -1.55080 5.00102 0.85050
N 0.77344 1.63585 -1.41840
N -0.02503 -1.87031 2.10166
N 2.54704 -0.31278 1.05490
C 5.18465 0.35186 1.47360
C -2.46088 -0.79456 -4.35483
C 1.77252 3.67295 -1.93948
C 2.29824 5.87351 2.48300
C -0.81915 0.91984 -4.64886
C -1.29183 0.04659 -2.41573
C 0.06050 -5.05249 -1.90233
C 1.86433 2.96761 0.37543
C 2.86150 5.03690 -0.33156
C 0.44678 -2.05592 -5.86179
C -2.22183 -0.81431 -2.99100
C 2.34790 3.49608 3.15064
C 2.48982 4.82559 -1.64142
C 0.39008 1.78490 -2.65434
C 4.35372 0.14069 2.55654
C 0.24592 -6.25757 -2.61810
C -0.58705 0.90037 -3.27145
C 4.70694 0.22597 0.18373
C -0.20564 -5.20004 -0.52355
C -4.56254 2.44746 1.88466
C -1.76465 0.07542 -5.19076
C 0.61633 -2.35234 -4.52221
C 3.02964 -0.18221 2.28409
C -0.76257 -4.28820 -4.77769
C -3.74278 3.33053 1.19132
C 4.42385 4.56209 2.26806
C -0.29062 -6.43747 0.08525
C -6.50285 3.41442 0.84393
C 2.53181 4.13716 0.69904
C -0.16194 -2.12694 4.47002
C 0.15479 -7.49470 -2.00467
C 0.98812 -2.72871 2.07690
C 1.48026 -3.34506 3.22102
C 0.63247 -1.56806 -1.08927
C 0.02529 -3.48552 -3.92707
C -0.92889 -3.98779 -6.11917
C 1.39554 -3.62104 5.71823
C -4.31360 4.25293 0.32110
C 0.18148 -3.74130 -2.50054
C 3.37074 -0.12185 0.03144
C -5.69236 4.30170 0.15645
C -4.76180 -1.75645 0.63796
C -5.93508 2.48405 1.70348
C -0.59081 -1.57322 3.27155
C 0.42134 -2.63087 -1.68712
C 2.89623 4.50171 2.13965
C 0.89006 -3.02991 4.43223
C -0.32329 -2.87114 -6.68572
C 1.49101 2.73414 -0.94940
C -0.11759 -7.60995 -0.64501
H -0.60756 5.09582 1.02495
H 2.68209 6.66533 1.83700
H 1.21132 5.84980 2.39148
H 0.31471 -8.38995 -2.59757
H -1.56027 -4.62541 -6.72970
H 1.41596 -2.91438 1.09844
H 2.29971 -4.04679 3.15968
H -1.94244 0.06511 -6.25829
H 3.39889 5.94593 -0.09042
H 4.86566 3.58691 2.05476
H 4.85949 5.28743 1.57741
H 1.26731 3.37061 3.05317
H 2.32670 -0.33720 3.09672
H 2.92851 -0.26818 -0.94954
H -0.36417 -4.30256 0.06078
H -1.40560 -0.86031 3.23782
H 2.71536 5.55657 -2.40683
H 1.55146 2.26562 1.13278
H -0.45883 -2.63645 -7.73464
H 2.54188 6.13321 3.51559
H -0.24530 1.58183 -5.28956
H -3.67123 4.92452 -0.23086
H -4.75751 -1.19153 1.56326
H 4.70429 4.84935 3.28492
H -0.51052 -6.48836 1.14643
H -6.12640 5.01703 -0.53225
H 4.70910 0.23796 3.57220
H -0.64259 -1.86155 5.40164
H 2.82212 2.52418 3.02821
H 1.19959 -1.69288 -3.89043
H 0.91794 -1.16813 -6.27076
H -0.19114 -8.58059 -0.17024
H 5.34500 0.38373 -0.67372
H -7.57699 3.43335 0.70149
H -5.43336 -2.60510 0.66063
H -6.54409 1.76898 2.23951
H 2.56994 3.84826 4.16133
H -1.27832 -5.14342 -4.36004
H -3.18530 -1.47982 -4.77811
H -2.74488 -1.53429 -2.37603
H 0.49462 -6.20909 -3.67039
*
```

Calculated values
- total energy (eV) = -375901.5901
- largest force on an atom (eV/A) = 0.596
- LUMO energy (eV) = 3.296
- E_HOMO (eV) = -0.9
- molar mass (g mol⁻¹) = 1424.635

These are the Löwdin partial charges, in e, on atoms 1 to 5:
1 Bi 1.693
2 Br 0.704
3 Br 0.649
4 Br 0.595
5 As 0.866